1.
{"formula": "C4H61BN2O25P", "method": "wB97M-V/def2-TZVPD", "largest_force_ev_per_a": 3.110, "total_energy_ha": -2545.60609, "charge": -1, "orbital_gap_ev": 4.4, "lumo_energy_ev": 1.56, "species": ["C", "N", "C", "C", "O", "C", "P", "B", "N", "O", "H", "H", "H", "H", "H", "H", "H", "H", "H", "H", "H", "H", "H", "H", "H", "O", "H", "H", "O", "H", "H", "O", "H", "H", "O", "H", "H", "O", "H", "H", "O", "H", "H", "O", "H", "H", "O", "H", "H", "O", "H", "H", "O", "H", "H", "O", "H", "H", "O", "H", "H", "O", "H", "H", "O", "H", "H", "O", "H", "H", "O", "H", "H", "O", "H", "H", "O", "H", "H", "O", "H", "H", "O", "H", "H", "O", "H", "H", "O", "H", "H", "O", "H", "H"], "coordinates": [[2.445, -0.808, 1.504], [2.652, 0.479, 0.793], [3.628, 0.161, -0.299], [1.413, 1.002, 0.209], [1.134, 0.611, -0.955], [0.455, 2.026, 0.878], [-0.933, 1.261, 1.992], [-2.003, 0.667, 0.493], [-3.274, 1.325, 0.031], [-1.640, -0.520, -0.277], [2.936, -0.706, 2.530], [2.987, -1.684, 1.017], [1.374, -1.126, 1.609], [4.618, -0.108, 0.187], [3.328, -0.760, -0.891], [3.739, 0.999, -1.041], [-0.039, 2.665, 0.098], [1.098, 2.694, 1.540], [-0.325, -0.071, 2.026], [-0.244, 1.708, 3.161], [-1.696, 2.531, 1.982], [-1.989, 0.738, 2.894], [-3.887, 1.347, 0.856], [-3.738, 0.646, -0.589], [-1.491, -1.269, 0.320], [0.839, -2.743, -0.881], [1.587, -2.528, -1.450], [0.215, -2.017, -1.032], [2.964, -4.456, -2.070], [3.028, -5.052, -2.826], [2.013, -4.371, -1.918], [-0.080, 4.896, -0.049], [0.543, 5.634, -0.029], [-0.137, 4.667, -0.982], [-5.932, 0.093, -0.467], [-6.782, 0.408, -0.810], [-5.971, -0.865, -0.593], [-2.002, 0.606, -3.331], [-1.269, 1.210, -3.167], [-2.277, 0.331, -2.446], [0.393, 2.116, 4.990], [1.114, 2.737, 5.156], [0.128, 1.824, 5.874], [4.604, -4.518, -4.784], [5.476, -4.924, -4.805], [4.687, -3.822, -4.117], [3.817, 3.343, -2.892], [3.071, 2.763, -2.695], [4.249, 2.917, -3.643], [-9.093, -0.165, -0.948], [-9.938, 0.146, -1.288], [-9.128, -1.123, -1.074], [0.932, -2.597, 3.897], [0.181, -3.169, 4.096], [1.360, -3.025, 3.144], [-2.819, 2.487, 5.146], [-1.863, 2.392, 5.041], [-3.158, 2.361, 4.251], [1.260, 7.182, -1.483], [1.999, 7.394, -2.063], [0.633, 7.902, -1.626], [-7.845, -2.599, -2.360], [-8.256, -3.316, -2.858], [-7.233, -2.197, -2.989], [1.569, -3.657, 6.496], [1.424, -3.082, 5.727], [2.159, -3.149, 7.063], [5.480, 1.169, -4.358], [6.294, 1.284, -3.855], [5.164, 0.297, -4.094], [6.683, 0.552, 1.384], [7.399, 1.172, 1.559], [6.409, 0.258, 2.261], [-6.105, -1.155, 2.594], [-6.072, -1.020, 1.640], [-6.637, -0.420, 2.914], [-8.896, -5.402, -3.652], [-9.646, -5.970, -3.448], [-8.470, -5.834, -4.400], [6.397, -3.268, -2.536], [7.114, -2.650, -2.359], [6.122, -3.560, -1.658], [-1.096, 9.166, -2.046], [-1.044, 8.567, -2.801], [-2.041, 9.243, -1.877], [-4.883, 0.184, -3.214], [-4.148, 0.791, -3.049], [-5.160, -0.087, -2.330], [6.416, -2.494, 0.469], [6.034, -3.118, 1.098], [6.224, -1.628, 0.853], [4.009, -3.387, 3.540], [3.629, -4.007, 4.174], [3.818, -2.521, 3.918]], "forces_ev_per_angstrom": [[0.6, -0.8, 1.4], [-0.1, -0.7, -1.1], [0.4, -0.4, -0.3], [-1.9, 0.3, -2.4], [0.6, 0.7, 1.9], [2.9, 0.0, -0.6], [-1.0, 0.2, 0.8], [-0.8, -0.6, -1.6], [1.0, -1.9, 0.5], [-0.9, 0.6, 0.5], [-0.9, -0.2, -0.9], [-0.6, 1.2, 0.2], [1.0, 0.7, 0.0], [-1.1, 0.7, -0.6], [0.1, 1.0, 0.5], [0.0, -0.7, 1.0], [0.7, -0.9, 0.7], [-0.9, -0.7, -0.7], [0.6, -0.5, 0.0], [0.1, -0.4, -0.5], [0.1, 0.5, -0.1], [-0.6, -0.3, 0.3], [0.3, 0.7, -0.4], [0.1, 0.6, 0.3], [0.4, 0.5, 0.0], [-0.1, -0.2, -0.2], [0.0, 0.3, 0.2], [0.1, 0.1, 0.1], [-0.2, -0.1, -0.1], [0.2, 0.1, -0.1], [0.0, 0.0, 0.2], [0.0, 0.4, 0.0], [-0.1, -0.1, -0.2], [0.0, 0.0, 0.0], [-0.2, -0.4, -0.1], [-0.1, 0.0, 0.1], [-0.1, 0.0, 0.1], [-0.2, 0.2, 0.0], [0.0, -0.1, 0.1], [0.4, -0.2, 0.1], [0.2, 0.1, 1.1], [-0.1, 0.0, -0.1], [0.1, -0.1, 0.0], [-0.1, 0.0, 0.0], [0.0, 0.1, 0.1], [0.1, -0.1, 0.0], [-0.1, 0.0, -0.1], [0.0, 0.1, 0.1], [0.0, -0.1, 0.1], [-0.2, -0.1, 0.1], [0.1, 0.1, 0.0], [0.3, 0.0, -0.2], [0.0, -0.4, 0.2], [-0.1, 0.2, -0.2], [0.1, 0.2, 0.0], [-0.1, 0.1, 0.2], [0.0, 0.0, -0.3], [0.2, -0.1, 0.0], [0.0, 0.2, -0.3], [0.1, -0.2, 0.1], [-0.1, 0.0, 0.3], [0.0, 0.0, -0.1], [0.0, -0.2, 0.1], [0.0, 0.1, 0.1], [0.2, 0.1, 0.0], [0.0, -0.1, -0.1], [-0.1, -0.1, 0.1], [0.1, -0.1, 0.0], [-0.1, 0.0, 0.0], [-0.1, 0.1, 0.0], [0.1, -0.1, 0.2], [0.0, 0.0, -0.1], [-0.1, 0.1, 0.0], [-0.2, -0.1, -0.1], [0.1, 0.2, 0.1], [0.1, 0.0, 0.0], [-0.1, -0.1, -0.1], [0.0, 0.1, 0.1], [0.1, 0.1, 0.0], [0.1, -0.2, -0.2], [-0.1, 0.0, 0.1], [-0.1, 0.2, 0.0], [0.1, -0.1, -0.3], [-0.1, 0.0, 0.0], [0.1, 0.0, 0.1], [-0.1, -0.1, 0.1], [0.0, -0.1, -0.3], [0.0, 0.3, 0.0], [0.0, -0.2, 0.2], [-0.1, 0.0, -0.1], [0.1, 0.1, -0.3], [0.0, 0.0, 0.1], [0.0, 0.0, 0.0], [-0.1, 0.0, -0.1]]}

2.
{"formula": "C4H6AlLiO", "method": "wB97M-V/def2-TZVPD", "largest_force_ev_per_a": 7.389, "total_energy_ha": -479.78898, "charge": 3, "orbital_gap_ev": [6.0, 5.8], "lumo_energy_ev": [-17.02, -17.20], "spin_multiplicity": 2, "s2": 0.77, "species": ["C", "C", "H", "H", "H", "H", "Li", "O", "C", "C", "Al", "H", "H"], "coordinates": [[0.721, -0.120, 1.462], [0.679, 0.970, 2.257], [-0.198, -0.403, 0.938], [1.592, -0.784, 1.474], [-0.208, 1.612, 2.281], [1.503, 1.207, 2.935], [1.697, 1.771, 0.186], [-2.238, -0.788, -2.101], [-0.936, -0.651, -2.293], [0.049, -0.810, -1.415], [-3.149, -0.797, -0.867], [1.132, -0.772, -1.516], [-0.644, -0.434, -3.338]], "forces_ev_per_angstrom": [[0.9, 0.7, 0.5], [-0.4, -0.2, -0.5], [-0.2, -0.4, -0.2], [-0.5, -0.1, -0.2], [0.3, -0.1, 0.2], [-0.1, -0.1, -0.1], [0.5, 0.5, 0.2], [4.1, 0.4, -4.7], [-0.8, -1.0, 2.4], [0.6, 1.3, -4.2], [-5.4, -0.3, 5.1], [0.2, -0.6, 1.4], [0.8, 0.0, 0.0]]}

3.
{"formula": "C4H6B2F17O2PPt", "method": "wB97M-V/def2-TZVPD", "largest_force_ev_per_a": 4.781, "total_energy_ha": -2515.13931, "charge": -1, "orbital_gap_ev": [10.9, 7.5], "lumo_energy_ev": [2.62, -0.56], "spin_multiplicity": 4, "s2": 3.76, "species": ["Pt", "C", "O", "O", "C", "F", "F", "F", "C", "C", "H", "H", "H", "H", "H", "H", "P", "F", "F", "F", "F", "F", "F", "B", "F", "F", "F", "F", "B", "F", "F", "F", "F"], "coordinates": [[0.230, 0.280, 1.045], [-0.690, 2.003, -1.141], [-0.542, 0.602, -1.111], [-0.454, 2.263, 0.224], [0.182, 2.789, -2.165], [0.708, 3.832, -1.694], [1.215, 2.073, -2.680], [-0.549, 3.084, -3.182], [-0.833, -0.018, -2.358], [-1.134, -1.511, -2.154], [-1.159, -1.958, -3.148], [-0.350, -1.961, -1.545], [-2.128, -1.802, -1.814], [0.042, -0.013, -3.007], [-1.748, 0.270, -2.876], [-1.713, 2.233, -1.439], [-0.415, -2.688, 1.726], [-1.155, -1.552, 0.833], [-1.352, -2.243, 2.969], [-1.572, -3.707, 1.331], [0.381, -3.807, 2.619], [0.428, -3.123, 0.396], [0.674, -1.569, 2.111], [2.649, -0.064, -0.002], [3.311, 0.245, -1.163], [2.217, 1.028, 0.645], [1.499, -0.690, -0.406], [3.391, -0.880, 0.839], [-0.250, 1.365, 3.499], [-0.267, 2.756, 3.279], [-1.169, 0.797, 2.619], [0.998, 0.993, 3.016], [-0.446, 0.974, 4.733]], "forces_ev_per_angstrom": [[-1.7, 2.3, -1.8], [0.0, -0.4, 2.9], [-0.7, 0.4, -1.9], [0.4, -0.1, -0.9], [1.2, -3.7, 0.5], [1.0, 3.3, 1.8], [0.2, -0.8, 0.2], [-2.1, 0.9, -2.4], [-0.3, -3.1, -0.3], [0.3, -0.2, -0.2], [0.6, -0.1, -0.2], [-0.2, -0.3, -0.1], [0.0, 0.6, 0.7], [-0.1, 0.6, 0.0], [0.2, 1.4, 0.3], [-0.4, 0.2, 0.1], [-0.9, -4.0, 0.9], [-0.7, 1.3, -0.7], [1.0, 0.2, 0.1], [0.0, -0.5, -0.4], [-0.6, 1.2, -0.7], [-0.2, 0.5, 0.9], [1.3, -0.3, 0.9], [4.1, -2.0, -1.5], [0.6, 0.4, -0.2], [-0.2, 3.5, 1.6], [-2.0, -2.0, -0.5], [-0.2, 0.2, 0.0], [0.1, 3.4, 0.0], [-0.5, -0.2, 0.5], [-1.6, -0.8, -1.0], [1.9, -1.5, -0.6], [-0.4, -0.6, 2.1]]}

4.
{"formula": "C4H6BNO3", "method": "wB97M-V/def2-TZVPD", "largest_force_ev_per_a": 3.099, "total_energy_ha": -461.37718, "smiles": "O=C/N=C\\C=C\\B(O)O", "e_above_lowest_ev": 1.8338, "orbital_gap_ev": 9.0, "lumo_energy_ev": -0.51, "species": ["O", "C", "N", "C", "C", "C", "B", "O", "O", "H", "H", "H", "H", "H", "H"], "coordinates": [[-3.353, 1.668, -0.106], [-2.886, 0.781, 0.525], [-2.480, -0.426, 0.014], [-1.556, -1.320, -0.176], [-0.045, -1.145, -0.360], [0.415, 0.128, -0.231], [1.987, 0.430, -0.212], [2.924, -0.598, -0.250], [2.453, 1.696, -0.095], [-2.818, 0.711, 1.684], [-2.024, -2.296, -0.521], [0.521, -2.074, -0.300], [-0.382, 0.954, -0.042], [3.919, -0.416, -0.152], [3.325, 1.905, 0.223]], "forces_ev_per_angstrom": [[-0.5, 1.3, -0.6], [1.3, -2.0, 1.8], [1.7, -1.9, 0.2], [-2.0, 0.9, -1.6], [-1.8, 1.7, 1.9], [-0.2, -0.3, 0.0], [1.1, -0.5, 0.3], [1.2, -0.3, 0.2], [-1.3, 1.1, 0.1], [-0.2, 0.4, -1.4], [1.0, 0.8, 0.7], [0.2, 0.5, -0.6], [1.7, -1.4, -0.6], [-2.6, 0.0, -0.3], [0.4, -0.3, -0.1]]}

5.
{"formula": "C4H6BeO2", "method": "wB97M-V/def2-TZVPD", "largest_force_ev_per_a": 5.994, "total_energy_ha": -321.04009, "e_above_lowest_ev": 2.1699, "orbital_gap_ev": 5.8, "lumo_energy_ev": -1.06, "species": ["H", "O", "C", "C", "C", "C", "O", "Be", "H", "H", "H", "H", "H"], "coordinates": [[-0.815, 0.382, -1.591], [0.020, -0.579, 0.520], [-1.170, -0.070, -0.023], [-2.369, -0.762, 0.095], [-3.102, -1.012, -1.204], [-4.356, -1.789, -1.078], [-4.772, -2.229, -0.001], [-3.307, -1.496, 1.078], [-0.202, -1.388, 0.997], [-1.191, 1.016, 0.158], [-2.516, -1.577, -1.966], [-3.393, -0.095, -1.762], [-4.941, -1.993, -1.992]], "forces_ev_per_angstrom": [[-0.8, -1.5, 2.8], [-0.5, 0.1, 0.1], [3.6, 3.8, -3.0], [-1.9, -1.6, -0.3], [-0.4, -0.2, -0.2], [0.1, 0.2, -0.7], [1.4, 0.7, 1.3], [-1.5, -0.8, -0.9], [-0.1, -0.1, -0.3], [0.0, -0.5, 0.5], [0.0, 0.2, 0.3], [0.1, -0.2, 0.2], [0.0, 0.0, 0.3]]}

6.
{"formula": "C4H6BiO", "method": "wB97M-V/def2-TZVPD", "largest_force_ev_per_a": 2.974, "total_energy_ha": -445.74126, "e_above_lowest_ev": 0.0000, "orbital_gap_ev": [7.9, 7.6], "lumo_energy_ev": [0.50, -1.12], "spin_multiplicity": 2, "s2": 0.76, "species": ["O", "C", "C", "H", "H", "H", "Bi", "C", "C", "H", "H", "H"], "coordinates": [[0.404, -1.936, 0.948], [0.265, -1.140, 1.978], [0.689, 0.143, 2.093], [-0.250, -1.584, 2.850], [1.257, 0.628, 1.294], [0.442, 0.717, 2.987], [0.582, -1.524, -0.993], [-0.580, 0.291, -1.496], [-0.546, 1.005, -2.639], [-1.237, 0.754, -0.734], [0.078, 0.708, -3.494], [-1.105, 1.941, -2.794]], "forces_ev_per_angstrom": [[-0.3, -1.1, 1.0], [-0.1, 2.3, 1.9], [-0.3, -0.9, -0.2], [0.2, 0.0, -0.6], [-0.2, -0.1, 0.2], [0.2, -0.3, -0.3], [0.6, 0.0, -2.8], [-1.0, 1.6, 0.4], [0.5, -0.6, 0.0], [0.4, -0.5, -0.2], [-0.2, 0.1, 0.3], [0.1, -0.6, 0.3]]}

7.
{"formula": "C4H6Br2Cl2", "method": "wB97M-V/def2-TZVPD", "largest_force_ev_per_a": 4.091, "total_energy_ha": -6224.27569, "e_above_lowest_ev": 3.2867, "orbital_gap_ev": [6.6, 8.9], "lumo_energy_ev": [-1.22, -0.02], "species": ["C", "C", "C", "C", "Cl", "Cl", "Br", "Br", "H", "H", "H", "H", "H", "H"], "coordinates": [[0.188, -0.621, -1.800], [0.983, -0.192, -0.512], [0.524, 1.159, -0.067], [-1.270, -0.019, 1.789], [-2.204, 1.214, 2.507], [-0.221, -0.762, 2.950], [1.760, 2.165, 0.825], [-2.189, -1.286, 0.748], [0.633, -0.039, -2.591], [0.319, -1.784, -1.896], [-0.798, -0.290, -1.772], [1.990, -0.328, -0.718], [0.711, -0.820, 0.332], [-0.425, 1.602, 0.205]], "forces_ev_per_angstrom": [[2.6, -1.9, 1.1], [-4.1, 0.1, -0.4], [0.6, 0.1, 0.3], [0.2, -0.5, 0.8], [-0.3, 0.4, -0.2], [0.3, 0.1, -0.2], [1.1, 0.8, 0.6], [-0.2, 0.1, -0.2], [0.3, -0.4, -0.7], [-0.5, 2.3, -0.3], [-1.9, 0.0, 0.3], [2.1, 0.4, -0.1], [0.2, -0.7, 0.0], [-0.4, -0.8, -0.9]]}

Q: Which formula does entry 7 have?
A: C4H6Br2Cl2